The following is a quantum chemistry calculation of a cluster of 8 separate species, H16O8 in total, from the OMol25 dataset.

The geometry in XYZ format:
```
24
Properties=species:S:1:pos:R:3:mulliken_charge:R:1
O 0.427 0.158 -0.331 -0.49
H 0.157 0.514 -1.200 0.26
H -0.412 0.338 0.078 0.26
O 2.273 0.950 1.842 -0.64
H 1.552 0.286 1.506 0.38
H 3.172 0.699 1.607 0.30
O 1.379 3.564 -0.215 -0.63
H 1.461 2.759 -0.836 0.32
H 1.215 3.242 0.651 0.31
O -2.207 0.096 1.431 -0.63
H -1.947 0.013 2.328 0.31
H -2.337 -0.511 0.871 0.26
O 1.882 -1.997 -1.360 -0.64
H 1.136 -2.129 -1.872 0.32
H 1.577 -1.311 -0.726 0.34
O 0.787 -1.606 2.036 -0.64
H 0.244 -1.678 1.108 0.31
H 0.276 -2.275 2.599 0.31
O -2.434 1.279 -1.072 -0.60
H -2.640 0.931 -0.271 0.31
H -2.311 2.182 -0.891 0.32
O -0.806 -1.988 -2.275 -0.65
H -0.857 -1.783 -3.251 0.32
H -1.577 -1.735 -1.760 0.29
```

## Properties
max |F|: 10.3 eV/Å
energy above the lowest of the compared OMol25 structures with the same formula, charge and spin: 395.46 kJ/mol
frontier orbital gap: 10.3 eV
highest occupied orbital energy: -10.60 eV
lowest unoccupied orbital energy: -0.013 hartree